# C7H28O7

A 7-piece molecular cluster, C7H28O7 overall in a non-equilibrium geometry (the ωB97M-V functional and the def2-TZVPD basis, the OMol25 dataset).

For the LUMO energy, the calculation gives 0.395 eV. The multiplicity is 1. The charge is 0. As for the orbital gap: 10.2 eV. The SMILES is CCO.CCO.CCO.CO.O.O.O. The calculation puts the energy at -22043.24824 eV.

Last column: Löwdin charge in e.
Element x y z (Å)
C 5.773 -3.728 -10.273  -0.157
O 4.742 -4.587 -9.902  -0.116
H 5.394 -3.006 -10.995  0.074
H 6.206 -3.149 -9.457  0.086
H 6.532 -4.245 -10.861  0.090
H 5.097 -5.337 -9.419  0.093
O -2.273 -3.357 -11.214  -0.052
H -1.587 -3.569 -11.847  0.004
H -1.988 -3.776 -10.402  -0.023
O 4.463 -4.361 -16.034  -0.037
H 3.580 -4.708 -15.904  0.034
H 4.524 -4.210 -16.978  0.055
O 4.948 -2.549 -14.103  -0.065
H 4.264 -2.708 -13.453  -0.018
H 5.089 -3.401 -14.517  -0.017
C 0.779 -3.532 -9.509  -0.069
C -0.417 -3.190 -8.577  -0.285
O -1.562 -4.009 -8.669  -0.096
H 1.149 -4.554 -9.427  0.080
H 1.574 -2.787 -9.459  0.078
H 0.475 -3.406 -10.548  0.041
H -0.746 -2.151 -8.586  0.121
H -0.001 -3.483 -7.613  0.104
H -1.646 -4.554 -7.883  0.100
C 1.480 -4.800 -13.419  -0.051
C 2.694 -4.704 -12.533  -0.353
O 3.034 -3.469 -12.080  -0.092
H 1.646 -4.477 -14.447  0.069
H 0.730 -4.161 -12.952  0.049
H 1.040 -5.797 -13.396  0.082
H 3.545 -4.913 -13.181  0.101
H 2.796 -5.371 -11.677  0.118
H 3.517 -3.628 -11.265  0.044
C 0.466 -1.235 -13.890  -0.066
C 1.343 -0.279 -13.047  -0.376
O 1.787 0.762 -13.753  -0.039
H -0.162 -1.917 -13.316  0.050
H 1.043 -1.841 -14.588  0.065
H -0.236 -0.640 -14.473  0.068
H 2.054 -0.879 -12.480  0.102
H 0.768 0.110 -12.206  0.105
H 1.131 1.395 -14.055  0.100

=====

# C7H28O7

A 7-piece molecular cluster, C7H28O7 overall in a non-equilibrium geometry (the ωB97M-V functional and the def2-TZVPD basis, the OMol25 dataset).

For the LUMO energy, the calculation gives 0.470 eV. The multiplicity is 1. The charge is 0. As for the orbital gap: 10.7 eV. The SMILES is CO.CO.CO.CO.CO.CO.CO. The calculation puts the energy at -22042.10035 eV.

Last column: Löwdin charge in e.
Element x y z (Å)
C 0.835 -2.982 2.386  -0.144
O -0.216 -2.917 3.358  -0.123
H 0.608 -2.373 1.510  0.044
H 1.707 -2.551 2.876  0.076
H 1.032 -4.008 2.082  0.077
H -1.039 -3.175 2.937  0.068
C 0.537 -2.939 -1.395  -0.173
O 1.116 -4.116 -0.873  -0.116
H 1.160 -2.047 -1.236  0.075
H 0.311 -2.998 -2.462  0.080
H -0.381 -2.714 -0.849  0.063
H 2.061 -4.097 -1.044  0.079
C -0.406 0.510 0.436  -0.141
O -0.409 0.646 -1.000  -0.144
H -1.416 0.417 0.829  0.069
H 0.239 -0.338 0.653  0.044
H 0.091 1.375 0.890  0.069
H -0.771 1.527 -1.157  0.043
C -3.585 2.294 -0.544  -0.142
O -2.283 2.844 -0.555  -0.128
H -3.593 1.504 0.206  0.077
H -4.341 3.033 -0.263  0.082
H -3.850 1.858 -1.512  0.077
H -2.257 3.594 -1.155  0.091
C -3.063 -1.503 -1.726  -0.158
O -3.888 -0.769 -2.618  -0.121
H -3.628 -2.263 -1.174  0.083
H -2.320 -2.029 -2.320  0.072
H -2.548 -0.846 -1.022  0.051
H -4.684 -0.510 -2.148  0.067
C 1.953 3.776 -0.063  -0.170
O 3.170 4.483 -0.249  -0.115
H 1.950 2.834 -0.625  0.076
H 1.772 3.559 0.993  0.073
H 1.164 4.405 -0.466  0.077
H 3.852 4.078 0.293  0.064
C 3.238 0.175 1.248  -0.151
O 4.438 0.587 0.596  -0.117
H 3.466 -0.345 2.177  0.077
H 2.586 1.035 1.455  0.063
H 2.661 -0.424 0.546  0.066
H 4.732 1.412 0.987  0.065

=====

# C7H28O9

A 9-piece molecular cluster, C7H28O9 overall in a non-equilibrium geometry (the ωB97M-V functional and the def2-TZVPD basis, the OMol25 dataset).

For the LUMO energy, the calculation gives 0.048 eV. The multiplicity is 1. The charge is 0. As for the orbital gap: 9.6 eV. The SMILES is C/C=C/CCCC=O.O.O.O.O.O.O.O.O. The calculation puts the energy at -26138.30347 eV.

Last column: Löwdin charge in e.
Element x y z (Å)
O 2.507 -1.881 -2.051  0.053
C 2.656 -1.501 -0.924  -0.238
C 3.216 -2.545 0.150  -0.137
C 3.767 -1.846 1.466  -0.163
C 2.708 -2.332 2.497  -0.218
C 0.293 0.631 3.212  -0.095
C 1.439 -0.149 2.685  -0.177
C 1.453 -1.466 2.658  -0.157
H 2.308 -0.491 -0.644  0.112
H 2.433 -3.262 0.192  0.090
H 4.069 -3.124 -0.225  0.111
H 3.641 -0.776 1.219  0.090
H 4.778 -2.181 1.655  0.101
H 3.256 -2.259 3.491  0.123
H 2.509 -3.403 2.464  0.101
H -0.620 0.052 2.938  0.077
H 0.244 0.552 4.308  0.081
H 0.187 1.694 2.981  0.077
H 2.425 0.318 2.607  0.113
H 0.701 -2.191 2.946  0.105
H -0.894 4.136 -1.654  0.022
H -1.935 4.792 -0.848  0.005
O -0.973 4.704 -0.874  -0.063
H -3.458 0.277 -3.608  0.026
H -3.710 -0.133 -2.161  -0.011
O -4.062 -0.269 -3.076  -0.097
H -4.137 3.339 -0.922  0.048
H -3.984 2.959 -2.327  0.054
O -3.707 3.671 -1.729  -0.051
H -2.638 1.525 -0.203  -0.003
H -2.566 3.081 0.197  -0.007
O -2.433 2.176 0.473  -0.046
H -1.700 -1.176 -1.171  0.063
H -2.520 -0.725 -0.156  0.060
O -2.446 -0.550 -1.115  -0.079
H -0.675 1.116 -1.755  0.013
H 0.500 2.028 -1.430  0.052
O -0.008 1.674 -2.168  -0.041
H -0.947 -0.894 -4.096  0.020
H 0.019 0.308 -3.774  -0.003
O -0.037 -0.589 -4.121  -0.054
H -0.891 -2.349 1.425  0.060
H 0.067 -1.320 0.664  0.029
O -0.836 -1.619 0.801  -0.043

=====

# C7H28O9

A 9-piece molecular cluster, C7H28O9 overall in a non-equilibrium geometry (the ωB97M-V functional and the def2-TZVPD basis, the OMol25 dataset).

For the LUMO energy, the calculation gives 0.242 eV. The multiplicity is 1. The charge is 0. As for the orbital gap: 8.3 eV. The SMILES is CC/C=C/C=C(/C)O.O.O.O.O.O.O.O.O. The calculation puts the energy at -26137.54535 eV.

Last column: Löwdin charge in e.
Element x y z (Å)
C -3.345 -0.380 -1.942  -0.111
C -1.872 -0.297 -2.258  -0.301
C -0.925 -0.293 -1.118  -0.117
C 0.418 0.044 -1.078  -0.108
C 1.159 0.051 0.175  -0.099
C 1.491 -0.919 1.050  -0.374
O 1.133 -2.144 0.590  -0.014
C 2.397 -0.674 2.237  -0.033
H -3.438 0.163 -0.942  0.099
H -3.716 -1.382 -2.236  0.086
H -3.759 0.425 -2.542  0.057
H -1.462 -1.118 -2.989  0.139
H -1.680 0.659 -2.843  0.121
H -1.399 -0.652 -0.182  0.101
H 0.809 0.546 -1.929  0.085
H 1.657 1.039 0.083  0.101
H 1.750 -2.520 -0.041  0.074
H 3.002 0.249 2.282  0.078
H 3.267 -1.424 2.270  0.098
H 1.868 -0.923 3.192  0.084
H 0.629 2.647 -1.657  0.022
H 1.736 3.816 -1.771  0.020
O 1.543 2.905 -1.883  -0.054
H -1.501 1.076 0.897  -0.071
H -1.615 0.963 2.428  0.081
O -1.612 1.630 1.603  -0.072
H -0.377 -2.488 2.401  0.059
H -1.299 -2.816 1.318  0.058
O -1.229 -2.204 2.044  -0.040
H -1.366 3.601 0.105  -0.039
H -2.475 3.938 -0.939  0.078
O -1.500 3.938 -0.735  -0.042
H -1.076 -0.639 4.081  0.043
H -1.971 -0.844 2.916  -0.004
O -1.862 -0.282 3.682  -0.043
H 0.615 -3.678 -2.544  0.026
H 1.851 -2.718 -1.929  0.021
O 1.052 -3.283 -1.812  -0.052
H 3.353 -1.319 -2.744  0.067
H 3.090 -0.472 -1.488  -0.001
O 3.258 -1.317 -1.792  0.005
H 0.366 2.542 1.916  0.034
H 1.868 2.377 1.750  0.015
O 1.169 2.180 2.375  -0.079

=====

# C7H29FeN14O8

C7H29FeN14O8 as an isolated structure in a non-equilibrium geometry (the ωB97M-V functional and the def2-TZVPD basis, the OMol25 dataset).

For the LUMO energy, the calculation gives -2.420 eV. The multiplicity is 1. The charge is +1. As for the orbital gap: 9.4 eV. The calculation puts the energy at -79355.25349 eV.

Last column: Löwdin charge in e.
Element x y z (Å)
Fe 21.888 -11.605 -16.727  0.773
O 20.052 -11.900 -17.526  -0.349
H 19.188 -11.773 -17.088  -0.013
C 17.483 -10.128 -19.272  -0.824
O 16.807 -9.336 -19.931  0.028
N 18.392 -10.949 -19.691  0.187
N 17.343 -10.176 -17.994  0.160
H 18.473 -11.138 -20.680  0.129
H 19.181 -11.195 -19.110  0.045
H 16.756 -9.368 -17.842  0.134
H 18.241 -10.500 -17.664  0.056
C 21.685 -14.620 -16.244  -0.607
O 22.223 -13.628 -16.727  -0.022
N 22.229 -15.302 -15.240  0.182
N 20.335 -14.587 -16.141  0.184
H 21.717 -15.889 -14.597  0.120
H 22.988 -14.750 -14.868  0.126
H 19.810 -15.355 -15.746  0.118
H 19.806 -14.012 -16.781  0.061
C 15.812 -14.554 -16.843  -0.865
O 16.292 -15.195 -15.935  0.035
N 14.895 -14.959 -17.640  0.173
N 16.053 -13.341 -17.113  0.168
H 14.808 -15.965 -17.650  0.131
H 14.622 -14.351 -18.399  0.120
H 15.418 -12.783 -17.666  0.125
H 16.696 -13.061 -16.387  0.113
C 20.013 -14.321 -20.406  -0.781
O 20.468 -13.384 -21.052  0.013
N 19.620 -15.413 -20.986  0.172
N 19.648 -14.258 -19.187  0.185
H 19.721 -15.498 -21.987  0.130
H 19.559 -16.177 -20.327  0.113
H 19.199 -15.065 -18.779  0.117
H 19.858 -13.436 -18.639  0.052
C 20.962 -8.540 -17.249  -0.738
O 21.399 -9.581 -16.831  -0.022
N 20.077 -8.487 -18.212  0.230
N 21.181 -7.399 -16.681  0.207
H 19.650 -9.394 -18.336  0.074
H 19.542 -7.638 -18.102  0.132
H 20.971 -6.594 -17.255  0.132
H 21.847 -7.394 -15.922  0.140
C 20.347 -11.566 -14.353  -0.723
O 21.415 -11.890 -14.788  0.036
N 19.723 -10.435 -14.618  0.190
N 19.510 -12.270 -13.660  0.201
H 20.290 -9.765 -15.118  0.091
H 18.735 -10.291 -14.462  0.131
H 19.956 -13.083 -13.261  0.132
H 18.812 -11.808 -13.095  0.132
C 22.741 -10.429 -19.655  -0.726
O 22.655 -11.006 -18.558  -0.022
N 22.110 -10.763 -20.727  0.233
N 23.524 -9.442 -19.813  0.200
H 21.389 -11.469 -20.680  0.087
H 22.173 -10.100 -21.486  0.131
H 23.929 -9.037 -18.981  0.136
H 23.151 -8.815 -20.511  0.127

=====

Question: The lowest LUMO energy belongs to which entry?
Answer: C7H29FeN14O8

=====

What did the fifth record say?
# C7H29FeN14O8

C7H29FeN14O8 as an isolated structure in a non-equilibrium geometry (the ωB97M-V functional and the def2-TZVPD basis, the OMol25 dataset).

For the LUMO energy, the calculation gives -2.420 eV. The multiplicity is 1. The charge is +1. As for the orbital gap: 9.4 eV. The calculation puts the energy at -79355.25349 eV.

Last column: Löwdin charge in e.
Element x y z (Å)
Fe 21.888 -11.605 -16.727  0.773
O 20.052 -11.900 -17.526  -0.349
H 19.188 -11.773 -17.088  -0.013
C 17.483 -10.128 -19.272  -0.824
O 16.807 -9.336 -19.931  0.028
N 18.392 -10.949 -19.691  0.187
N 17.343 -10.176 -17.994  0.160
H 18.473 -11.138 -20.680  0.129
H 19.181 -11.195 -19.110  0.045
H 16.756 -9.368 -17.842  0.134
H 18.241 -10.500 -17.664  0.056
C 21.685 -14.620 -16.244  -0.607
O 22.223 -13.628 -16.727  -0.022
N 22.229 -15.302 -15.240  0.182
N 20.335 -14.587 -16.141  0.184
H 21.717 -15.889 -14.597  0.120
H 22.988 -14.750 -14.868  0.126
H 19.810 -15.355 -15.746  0.118
H 19.806 -14.012 -16.781  0.061
C 15.812 -14.554 -16.843  -0.865
O 16.292 -15.195 -15.935  0.035
N 14.895 -14.959 -17.640  0.173
N 16.053 -13.341 -17.113  0.168
H 14.808 -15.965 -17.650  0.131
H 14.622 -14.351 -18.399  0.120
H 15.418 -12.783 -17.666  0.125
H 16.696 -13.061 -16.387  0.113
C 20.013 -14.321 -20.406  -0.781
O 20.468 -13.384 -21.052  0.013
N 19.620 -15.413 -20.986  0.172
N 19.648 -14.258 -19.187  0.185
H 19.721 -15.498 -21.987  0.130
H 19.559 -16.177 -20.327  0.113
H 19.199 -15.065 -18.779  0.117
H 19.858 -13.436 -18.639  0.052
C 20.962 -8.540 -17.249  -0.738
O 21.399 -9.581 -16.831  -0.022
N 20.077 -8.487 -18.212  0.230
N 21.181 -7.399 -16.681  0.207
H 19.650 -9.394 -18.336  0.074
H 19.542 -7.638 -18.102  0.132
H 20.971 -6.594 -17.255  0.132
H 21.847 -7.394 -15.922  0.140
C 20.347 -11.566 -14.353  -0.723
O 21.415 -11.890 -14.788  0.036
N 19.723 -10.435 -14.618  0.190
N 19.510 -12.270 -13.660  0.201
H 20.290 -9.765 -15.118  0.091
H 18.735 -10.291 -14.462  0.131
H 19.956 -13.083 -13.261  0.132
H 18.812 -11.808 -13.095  0.132
C 22.741 -10.429 -19.655  -0.726
O 22.655 -11.006 -18.558  -0.022
N 22.110 -10.763 -20.727  0.233
N 23.524 -9.442 -19.813  0.200
H 21.389 -11.469 -20.680  0.087
H 22.173 -10.100 -21.486  0.131
H 23.929 -9.037 -18.981  0.136
H 23.151 -8.815 -20.511  0.127